Below is a structure of composition C8H16BF4GaO4, with properties calculated with ωB97M-V with the def2-TZVPD basis set.

Element x y z (Å)
Ga 0.704 -0.116 0.067
C -0.590 -2.277 -1.294
C -0.905 -1.092 -2.173
O 0.107 -0.104 -1.848
C -0.144 1.271 -2.272
C -0.996 1.942 -1.218
O -0.394 1.558 0.043
C -1.058 1.935 1.274
C -0.248 1.270 2.363
O 0.056 -0.099 1.947
C -0.864 -1.183 2.275
C -1.455 -1.703 0.986
O -0.327 -1.795 0.066
H 0.322 -2.775 -1.608
H -1.407 -2.994 -1.280
H -1.897 -0.677 -1.992
H -0.807 -1.373 -3.218
H -0.625 1.277 -3.245
H 0.834 1.735 -2.348
H -2.037 1.614 -1.225
H -0.953 3.022 -1.335
H -2.095 1.598 1.235
H -1.027 3.015 1.395
H -0.770 1.260 3.316
H 0.717 1.753 2.487
H -1.639 -0.830 2.948
H -0.272 -1.947 2.768
H -2.216 -1.044 0.564
H -1.869 -2.697 1.137
F 4.715 -0.777 1.233
B 4.897 -0.221 0.043
F 2.356 0.340 0.015
F 5.192 1.062 -0.056
F 4.697 -0.947 -1.050

The gap between HOMO and LUMO comes out at 11.923 eV. The value obtained for the LUMO energy is -6.9730 eV. For the total energy, the calculation gives -80657.0143 eV. The total charge is +2.